# 1
Molecular formula: C31H32BN8RhS
Method: DFT, wB97M-V/def2-TZVPD

Calculated values
**Energy above the lowest of the compared OMol25 structures with the same formula, charge and spin**: 0.6437 eV
**Net charge**: +2
**HOMO level**: -13.8 eV
**Molar mass**: 662.4 g mol⁻¹
**Total energy**: -2171.78353 hartree

Element x y z (Å)
1 Rh -0.21628 -0.27071 0.38830
2 C -1.01863 -2.97764 -4.16310
3 C -1.17094 -2.67237 -2.71399
4 C -1.86560 -3.36752 -1.73011
5 C -1.73176 -2.61691 -0.56473
6 N -0.94032 -1.57749 -0.84086
7 N -0.62236 -1.57843 -2.14805
8 B 0.13365 -0.34684 -2.68234
9 N 1.48893 -0.27012 -1.92741
10 N 1.46104 -0.09445 -0.58861
11 C 2.69377 0.19468 -0.15088
12 C 3.56063 0.09397 -1.23717
13 C 2.76577 -0.18198 -2.34220
14 C 3.15129 -0.33242 -3.77259
15 C 2.89250 0.71456 1.20337
16 C 1.86093 1.45405 1.78406
17 C 2.02617 2.06296 3.01968
18 C 3.24244 1.95036 3.67555
19 C 4.28040 1.22031 3.10229
20 C 4.11104 0.60764 1.87090
21 N -0.65556 0.90471 -2.21387
22 N -0.85369 1.10261 -0.88475
23 C -1.45593 2.29064 -0.70552
24 C -1.67264 2.84650 -1.96747
25 C -1.15849 1.95124 -2.89134
26 C -1.11848 2.04792 -4.37644
27 C -1.73025 2.88138 0.61365
28 C -1.83529 4.26905 0.71061
29 C -2.06512 4.87640 1.93423
30 C -2.18753 4.11022 3.08496
31 C -2.08376 2.72929 3.00334
32 C -1.86418 2.12264 1.77627
33 C -2.35297 -2.64641 0.75643
34 C -2.56914 -3.80788 1.48559
35 C -3.19305 -3.72802 2.72079
36 C -3.61740 -2.50085 3.22658
37 C -3.42270 -1.34190 2.49414
38 C -2.79612 -1.41572 1.25558
39 H -1.54140 -3.90050 -4.40044
40 H -1.43471 -2.17990 -4.77818
41 H 0.03118 -3.09833 -4.42986
42 H -2.45610 -4.25715 -1.86594
43 H 0.27608 -0.37128 -3.85967
44 H 4.62042 0.28314 -1.24204
45 H 4.22763 -0.22210 -3.87621
46 H 2.86731 -1.31296 -4.15419
47 H 2.66823 0.42386 -4.39089
48 H 0.95168 1.68067 1.21907
49 H 1.22066 2.65052 3.44134
50 H 3.39469 2.45034 4.62312
51 H 5.23207 1.14520 3.61201
52 H 4.92424 0.04976 1.42218
53 H -2.15533 3.78275 -2.18687
54 H -1.58311 2.97758 -4.69442
55 H -0.09270 2.03360 -4.74461
56 H -1.65567 1.22013 -4.83916
57 H -1.71604 4.88159 -0.17291
58 H -2.14381 5.95357 1.98939
59 H -2.37141 4.58692 4.03822
60 H -2.18954 2.11970 3.89168
61 H -1.84714 1.03891 1.75060
62 H -2.23424 -4.76245 1.10060
63 H -3.35666 -4.62988 3.29524
64 H -4.11979 -2.45833 4.18337
65 H -3.78349 -0.39115 2.86607
66 H -2.78520 -0.53989 0.60574
67 N 2.49286 -2.37467 2.11080
68 C 1.69545 -1.71796 2.94005
69 N 2.14262 -1.34925 4.12804
70 S 0.05315 -1.37652 2.53104
71 H 3.43692 -2.62782 2.35777
72 H 2.12330 -2.70626 1.23631
73 H 3.03314 -1.66126 4.48498
74 H 1.50463 -0.91532 4.77491

# 2
Molecular formula: C31H32BrCoN4O3
Method: DFT, wB97M-V/def2-TZVPD

Calculated values
**⟨S²⟩**: 6.009
**Energy above the lowest of the compared OMol25 structures with the same formula, charge and spin**: 0.0000 eV
**HOMO level (alpha / beta)**: -6.8 / -6.8 eV
**2S+1**: 5
**Molar mass**: 647.5 g mol⁻¹
**Total energy**: -5602.02602 hartree

Element x y z (Å)
1 Co -0.11758 0.60263 0.10383
2 O -2.76496 3.52462 0.88472
3 C -1.88202 2.69415 0.88561
4 O -1.45635 1.99602 -0.12422
5 C -1.14887 2.38774 2.17216
6 C -1.58738 2.91198 3.39958
7 C -0.92135 2.55079 4.52744
8 C 0.21952 1.71637 4.43901
9 C 0.98137 1.33669 5.57123
10 C 2.10677 0.58224 5.42252
11 C 2.53272 0.18238 4.13266
12 C 1.81253 0.52159 3.02809
13 C 0.62496 1.27682 3.16379
14 N -0.11198 1.59883 2.05209
15 H -2.44959 3.56309 3.39717
16 H -1.24319 2.90173 5.50243
17 H 0.65656 1.66329 6.55294
18 H 2.68759 0.29600 6.29182
19 H 3.43924 -0.40088 4.02642
20 H 2.12571 0.22754 2.03641
21 Br 1.74433 3.17633 0.13228
22 C 2.80160 2.41870 -1.22673
23 C 3.89624 3.10891 -1.64501
24 C 4.71046 2.57335 -2.66707
25 C 4.38552 1.37631 -3.23074
26 C 3.24464 0.65167 -2.80180
27 C 2.91479 -0.58944 -3.40873
28 C 1.82647 -1.29554 -2.99850
29 C 1.02087 -0.79458 -1.95095
30 C 1.30108 0.39179 -1.34153
31 C 2.42038 1.16414 -1.76177
32 H 4.13470 4.06410 -1.19410
33 H 5.58501 3.12154 -2.99506
34 H 4.99502 0.95188 -4.02069
35 H 3.55438 -0.96486 -4.20100
36 H 1.57444 -2.24496 -3.45625
37 H 0.17980 -1.39281 -1.61538
38 C -3.29978 -2.50455 -0.66517
39 N -3.13484 -1.80027 -1.93584
40 C -4.30635 -1.80700 -2.80600
41 C -2.22006 -0.79355 -1.97849
42 O -1.62620 -0.46330 -0.93962
43 N -1.95587 -0.24282 -3.20164
44 C -1.89303 -1.06323 -4.40010
45 C -1.27235 1.04193 -3.28376
46 H -3.72016 -3.48942 -0.86690
47 H -3.97344 -1.95951 -0.00128
48 H -2.34341 -2.61789 -0.16033
49 H -5.20801 -1.70939 -2.19691
50 H -4.37630 -2.73776 -3.37290
51 H -4.27502 -0.97156 -3.49820
52 H -2.19919 -2.08169 -4.18113
53 H -0.86483 -1.08401 -4.77278
54 H -2.53232 -0.66526 -5.19209
55 H -1.35442 1.57096 -2.33978
56 H -1.74890 1.64441 -4.06115
57 H -0.21481 0.91700 -3.53942
58 C 2.26783 -2.04731 0.64472
59 C 0.92160 -2.05447 1.32904
60 C 0.46771 -3.01372 2.19076
61 C -0.83151 -2.61299 2.62998
62 C -1.11306 -1.42028 2.02512
63 C -2.34292 -0.56649 2.22179
64 N -0.05003 -1.07436 1.21400
65 H 2.99884 -2.54749 1.28406
66 H 2.63715 -1.03865 0.44011
67 H 2.26366 -2.57536 -0.31494
68 H 1.02059 -3.90220 2.47731
69 H -1.48398 -3.12518 3.32885
70 H -3.20482 -1.20213 2.42633
71 H -2.58069 0.03261 1.33958
72 H -2.24451 0.11478 3.07412

# 3
Molecular formula: C31H32ClMoN2O7STe
Method: DFT, wB97M-V/def2-TZVPD

Calculated values
**⟨S²⟩**: 2.039
**Energy above the lowest of the compared OMol25 structures with the same formula, charge and spin**: 0.5568 eV
**Net charge**: +1
**HOMO level (alpha / beta)**: -11.3 / -11.6 eV
**2S+1**: 3
**Molar mass**: 835.7 g mol⁻¹
**Total energy**: -3031.17181 hartree

Element x y z (Å)
1 Mo 1.03056 -0.47319 -0.27763
2 C -3.65392 2.55791 1.17664
3 C -2.23512 2.04938 1.45603
4 C -2.26024 0.78903 2.31355
5 C -1.50316 1.87424 0.14224
6 C -1.41098 0.64093 -0.51624
7 C -0.86868 0.56697 -1.81090
8 C -0.34740 1.70130 -2.44578
9 C 0.17978 1.62963 -3.84903
10 C -0.40261 2.90735 -1.75973
11 C -0.98781 2.99079 -0.50566
12 H -4.18984 2.71191 2.11347
13 H -4.20940 1.82664 0.58558
14 H -3.64342 3.49974 0.62832
15 H -1.70743 2.83015 2.01590
16 H -2.91248 0.02123 1.88840
17 H -2.64361 1.01768 3.30773
18 H -1.25433 0.37949 2.42290
19 H -1.89790 -0.22884 -0.09315
20 H -0.93176 -0.36174 -2.36408
21 H 0.34897 0.59902 -4.16113
22 H 1.11240 2.18674 -3.94716
23 H -0.53612 2.06838 -4.54613
24 H -0.00986 3.80368 -2.22523
25 H -1.04689 3.95463 -0.01190
26 Cl 2.89622 -3.92036 -6.67980
27 C 2.25710 -3.29619 -5.20548
28 C 1.21279 -3.98417 -4.56366
29 C 0.67288 -3.52279 -3.38789
30 C 1.16419 -2.34897 -2.79523
31 O 0.64226 -1.93360 -1.66581
32 C 2.20260 -1.65860 -3.45277
33 C 2.65718 -0.42694 -2.93328
34 O 2.23740 0.14362 -1.90603
35 C 2.74671 -2.14399 -4.66022
36 H 0.83893 -4.89429 -5.01329
37 H -0.12637 -4.05993 -2.89539
38 H 3.43146 0.10735 -3.49543
39 H 3.54422 -1.59509 -5.14497
40 N 5.45086 4.32272 2.75106
41 C 4.24242 4.65363 2.24159
42 O 3.76755 5.76684 2.25820
43 C 3.49909 3.52194 1.57739
44 C 4.07145 2.74246 0.58658
45 C 3.31732 1.74985 -0.00856
46 N 2.05182 1.49312 0.34070
47 C 1.51609 2.23141 1.32668
48 C 2.18666 3.26472 1.94029
49 H 5.96854 5.03364 3.24146
50 H 5.73726 3.36384 2.84272
51 H 5.09424 2.89560 0.27132
52 H 3.74700 1.12898 -0.77570
53 H 0.52383 1.96272 1.64607
54 H 1.69875 3.85154 2.70567
55 C -1.18733 -2.63263 2.60138
56 Te -0.26003 -2.90718 0.71524
57 C -2.24195 -2.97054 -0.09473
58 C -3.16897 -3.02327 1.09946
59 C -4.53360 -3.23003 0.91480
60 C -5.39166 -3.26381 2.00004
61 C -4.88911 -3.09574 3.28422
62 C -3.53301 -2.89736 3.47475
63 C -2.66275 -2.85823 2.38834
64 H -0.95964 -1.62526 2.94562
65 H -0.73624 -3.33200 3.30290
66 H -2.33355 -3.85223 -0.72685
67 H -2.43083 -2.09763 -0.72003
68 H -4.92223 -3.37003 -0.08687
69 H -6.44969 -3.42875 1.84799
70 H -5.55516 -3.12862 4.13579
71 H -3.13798 -2.77682 4.47620
72 O 1.94671 -2.38342 2.67447
73 S 2.29697 -1.13233 2.06479
74 O 2.64044 -1.34948 0.55708
75 O 0.97508 -0.33679 1.77271
76 O 3.26535 -0.29998 2.68947

# 4
Molecular formula: C31H32IN3OPPdS
Method: DFT, wB97M-V/def2-TZVPD

Calculated values
**Energy above the lowest of the compared OMol25 structures with the same formula, charge and spin**: 0.2701 eV
**Net charge**: +1
**HOMO level**: -10.3 eV
**Molar mass**: 759.0 g mol⁻¹
**Total energy**: -2604.88334 hartree

Element x y z (Å)
1 Pd 0.06374 -0.75559 -0.23893
2 O -0.28125 1.46982 0.32766
3 N -0.31599 1.73496 1.61384
4 C -0.52143 3.02388 1.97732
5 C -0.58595 3.40372 3.28939
6 C -0.42766 2.43230 4.27767
7 C -0.19929 1.13122 3.90331
8 C -0.13787 0.76337 2.55163
9 S 0.17106 -0.88313 2.11984
10 H -0.63735 3.69929 1.14413
11 H -0.76225 4.43956 3.53773
12 H -0.47559 2.69960 5.32424
13 H -0.05765 0.34900 4.63533
14 I -0.59942 -1.37883 -2.73037
15 C 0.91198 -2.59391 -3.60921
16 C 0.37736 -3.43142 -4.55150
17 C 1.19071 -4.24854 -5.35070
18 C 2.54041 -4.17941 -5.19383
19 C 3.12229 -3.32057 -4.23267
20 C 4.53055 -3.26307 -4.15534
21 C 5.15145 -2.42503 -3.28025
22 C 4.37142 -1.66318 -2.40330
23 C 2.99404 -1.70921 -2.40605
24 P 2.32448 -0.85647 -0.91579
25 C 3.09116 0.77405 -0.92030
26 C 3.37942 1.42736 -2.11674
27 C 3.90229 2.70947 -2.09037
28 C 4.12813 3.34378 -0.87665
29 C 3.81425 2.70444 0.31562
30 C 3.27743 1.42842 0.29718
31 C 3.11715 -1.85621 0.39729
32 C 2.44981 -3.02117 0.77546
33 C 3.01894 -3.89066 1.68991
34 C 4.26066 -3.60313 2.23963
35 C 4.92921 -2.44729 1.86847
36 C 4.36265 -1.57572 0.94973
37 C 2.31075 -2.51078 -3.37181
38 H -0.69613 -3.45182 -4.69273
39 H 0.74497 -4.89781 -6.09106
40 H 3.19948 -4.77418 -5.81339
41 H 5.10472 -3.89630 -4.81998
42 H 6.22984 -2.36369 -3.23188
43 H 4.88047 -1.03820 -1.68200
44 H 3.20607 0.92776 -3.06185
45 H 4.13159 3.21888 -3.01680
46 H 4.53980 4.34418 -0.86090
47 H 3.98964 3.20609 1.25806
48 H 2.99856 0.93793 1.22266
49 H 1.47695 -3.24356 0.35202
50 H 2.49270 -4.78938 1.98293
51 H 4.70531 -4.28333 2.95391
52 H 5.89983 -2.22025 2.28959
53 H 4.89529 -0.67212 0.68082
54 C -4.72400 1.24025 -0.57249
55 C -4.05599 0.29020 -1.56927
56 C -4.04482 0.92026 -2.95962
57 C -4.78240 -1.05195 -1.61435
58 N -2.63184 0.05751 -1.23029
59 N -2.37092 -0.63498 -0.01473
60 H -5.77430 1.37640 -0.83144
61 H -4.24113 2.21945 -0.59501
62 H -4.68540 0.85420 0.44865
63 H -5.06029 1.16136 -3.27176
64 H -3.60749 0.23381 -3.68593
65 H -3.46098 1.84378 -2.96112
66 H -5.76635 -0.92272 -2.06331
67 H -4.93235 -1.47178 -0.61830
68 H -4.21754 -1.76044 -2.22467
69 H -2.15140 0.95037 -1.14404
70 H -2.74661 -1.57409 -0.06962
71 H -2.80353 -0.16428 0.77773

# 5
Molecular formula: C31H32N4O4
Method: DFT, wB97M-V/def2-TZVPD

Calculated values
**Energy above the lowest of the compared OMol25 structures with the same formula, charge and spin**: 0.1739 eV
**HOMO level**: -8.8 eV
**SMILES**: CC(C)C[C@H](NC(=O)c1nc[nH]c1C(=O)NC(c1ccccc1)c1ccccc1)C(=O)OCc1ccccc1
**Molar mass**: 524.6 g mol⁻¹
**Total energy**: -1720.59187 hartree

Element x y z (Å)
1 C 3.17459 1.95060 -3.35014
2 C 3.84998 2.38993 -2.05232
3 C 4.60513 1.22339 -1.41970
4 C 2.85287 3.03057 -1.07605
5 C 1.79777 2.07560 -0.52400
6 N 0.68637 2.81902 0.03283
7 C -0.53968 2.28274 0.14757
8 O -0.84322 1.20483 -0.35826
9 C -1.47049 3.12080 0.91489
10 N -1.09247 4.37704 1.30200
11 C -2.09548 4.86985 1.97180
12 N -3.11726 3.99453 2.05235
13 C -2.75067 2.86283 1.38549
14 C -3.69651 1.71978 1.39603
15 O -4.75192 1.81777 2.00791
16 N -3.27806 0.64498 0.72431
17 C -4.01255 -0.59758 0.68250
18 C -3.12729 -1.74082 1.13921
19 C -1.90727 -1.97042 0.51379
20 C -1.10665 -3.02348 0.91713
21 C -1.51248 -3.85834 1.94489
22 C -2.72698 -3.63434 2.56918
23 C -3.53031 -2.58073 2.16733
24 C -4.53226 -0.92335 -0.70383
25 C -3.93140 -0.42389 -1.85102
26 C -4.41420 -0.77675 -3.09993
27 C -5.49371 -1.63420 -3.21665
28 C -6.09326 -2.13961 -2.07531
29 C -5.61456 -1.78573 -0.82750
30 C 2.34897 1.22130 0.62508
31 O 2.98758 1.66632 1.54303
32 O 1.94621 -0.03419 0.50660
33 C 2.32333 -0.96459 1.53431
34 C 3.59338 -1.66812 1.13793
35 C 3.54754 -2.84443 0.40161
36 C 4.71819 -3.45664 -0.00977
37 C 5.94330 -2.89360 0.30517
38 C 5.99499 -1.71747 1.03390
39 C 4.82536 -1.10605 1.44907
40 H 2.61590 2.77270 -3.79152
41 H 3.92380 1.62271 -4.06688
42 H 2.49302 1.12193 -3.17685
43 H 4.57946 3.16980 -2.30157
44 H 3.94546 0.37511 -1.25347
45 H 5.40961 0.89640 -2.07493
46 H 5.03869 1.51563 -0.46655
47 H 3.39974 3.44894 -0.22730
48 H 2.33743 3.84721 -1.58647
49 H 1.38700 1.40943 -1.28723
50 H 0.86560 3.67453 0.54114
51 H -2.11240 5.84860 2.40763
52 H -4.01186 4.08093 2.51343
53 H -2.36909 0.68372 0.25660
54 H -4.86117 -0.48556 1.36763
55 H -1.57696 -1.32582 -0.28613
56 H -0.16409 -3.19808 0.41836
57 H -0.88545 -4.68073 2.25757
58 H -3.05008 -4.28039 3.37238
59 H -4.47590 -2.40761 2.66101
60 H -3.08887 0.24678 -1.77808
61 H -3.94191 -0.37925 -3.98663
62 H -5.86796 -1.90715 -4.19242
63 H -6.93754 -2.80845 -2.15767
64 H -6.08422 -2.18046 0.06204
65 H 1.48420 -1.65833 1.61755
66 H 2.45750 -0.41553 2.47174
67 H 2.59173 -3.28043 0.15049
68 H 4.67421 -4.37325 -0.57935
69 H 6.85662 -3.37084 -0.01795
70 H 6.94869 -1.27455 1.27955
71 H 4.86199 -0.18549 2.01248

# 6
Molecular formula: C31H32N6NaSSi
Method: DFT, wB97M-V/def2-TZVPD

Calculated values
**Energy above the lowest of the compared OMol25 structures with the same formula, charge and spin**: 0.0000 eV
**Net charge**: -1
**HOMO level**: -3.8 eV
**Molar mass**: 571.8 g mol⁻¹
**Total energy**: -2379.05892 hartree

Element x y z (Å)
1 Na 1.40613 0.36828 0.49793
2 S -0.61007 2.19066 1.08568
3 C -1.85766 1.67657 0.00471
4 N -3.09309 2.07569 0.02832
5 N -3.39581 2.94107 1.01155
6 C -4.68537 3.37614 1.20741
7 C -4.94711 4.26713 2.25535
8 C -6.23543 4.71151 2.48963
9 C -7.29112 4.28335 1.69319
10 C -7.02831 3.39937 0.65473
11 C -5.74482 2.94228 0.40409
12 N -1.71018 0.69464 -1.01850
13 N -0.66047 0.03529 -0.99364
14 C -0.56716 -0.94008 -2.03846
15 C 0.42928 -1.89544 -1.90020
16 C 0.61230 -2.85829 -2.88198
17 C -0.20391 -2.86093 -4.00201
18 C -1.20215 -1.90058 -4.13925
19 C -1.38796 -0.93714 -3.16389
20 H -2.62872 3.24238 1.60980
21 H -4.12785 4.60565 2.87922
22 H -6.41655 5.40182 3.30469
23 H -8.29803 4.63329 1.87841
24 H -7.83907 3.05608 0.02310
25 H -5.53845 2.25548 -0.40367
26 H 1.07542 -1.87499 -1.03176
27 H 1.41284 -3.57949 -2.77955
28 H -0.05270 -3.60037 -4.77868
29 H -1.83129 -1.89698 -5.02104
30 H -2.14884 -0.17535 -3.25905
31 C 4.18625 -4.31673 -3.10250
32 C 4.08598 -4.09555 -1.73543
33 C 3.93918 -2.80050 -1.25056
34 C 3.90833 -1.68674 -2.09710
35 C 4.01017 -1.94250 -3.46916
36 C 4.14193 -3.23160 -3.96920
37 Si 3.69082 0.08254 -1.36479
38 C 5.52705 0.57989 -1.07720
39 C 5.89958 1.92867 -1.13028
40 C 7.19555 2.34661 -0.86616
41 C 8.17410 1.41857 -0.53067
42 C 7.83266 0.07524 -0.46841
43 C 6.53127 -0.33160 -0.73807
44 H 4.29358 -5.32364 -3.48866
45 H 4.11226 -4.93259 -1.04664
46 H 3.83459 -2.64949 -0.17913
47 H 3.98377 -1.10733 -4.16002
48 H 4.21382 -3.39156 -5.03935
49 H 3.46146 0.84740 -2.65404
50 H 5.15200 2.67203 -1.39141
51 H 7.44565 3.40029 -0.92377
52 H 9.18825 1.73914 -0.32367
53 H 8.58515 -0.66287 -0.21290
54 H 6.29607 -1.39035 -0.69388
55 N 0.72922 -1.24705 2.17655
56 C -0.39549 -1.32225 2.44406
57 N -1.66472 -1.43959 2.77283
58 C -2.71582 -1.03889 1.81974
59 C -3.79759 -0.23136 2.54228
60 C -3.16381 0.65634 3.60935
61 C -2.52982 -0.18827 4.72530
62 C -2.04779 -1.53903 4.17957
63 H -3.13573 -1.92940 1.34538
64 H -2.24686 -0.42340 1.05932
65 H -4.53832 -0.89914 2.99464
66 H -4.32088 0.37232 1.79920
67 H -3.90255 1.34273 4.02630
68 H -2.39703 1.26170 3.12129
69 H -3.25192 -0.38244 5.52359
70 H -1.69615 0.35510 5.17357
71 H -2.84720 -2.28163 4.24323
72 H -1.20091 -1.93009 4.74068